Entry 1:
Density functional theory data (ωB97M-V with the def2-TZVPD basis set) for a 6-piece molecular cluster, C53H79FN7O7 overall in a non-equilibrium geometry.

Positions of all 147 atoms, in Å:
C -2.4757 -7.0283 -0.2062
C -1.4541 -6.6285 0.3433
C -0.1504 -6.2874 1.1735
O 1.0422 -6.2430 0.3642
C 1.3803 -4.9195 -0.0054
O 2.5100 -4.5359 0.1563
C 0.2590 -4.0377 -0.6614
C -0.1904 -4.3690 -2.0761
C -1.2580 -3.5393 -2.7469
C -1.6746 -3.9523 -4.2296
C -0.2638 -4.4896 -4.9925
C 0.1636 -3.5802 -6.3148
O 0.8953 -3.5697 -4.8931
N -1.8860 -2.4615 -2.0712
C -2.9679 -1.6519 -2.6787
C -2.5837 -0.1266 -2.9825
O -1.2181 0.2255 -2.6883
C -1.2240 1.6923 -2.6253
C -1.5799 2.2447 -1.1765
O -0.8793 3.4542 -0.8180
C -0.1495 3.3195 0.3831
C -0.3661 4.1673 1.6104
C 0.4861 4.0037 2.8616
C 1.5830 2.9721 2.9532
C 2.5456 2.7665 4.1988
C 2.6252 4.1237 5.0188
C 4.0262 2.5490 3.5679
C 2.2477 1.4610 5.0630
C 1.1621 1.6144 6.2163
C 0.7206 0.1036 6.6011
C -0.1891 2.3454 5.7704
C 1.7629 2.2123 7.5873
C 1.7745 2.1010 1.7118
C 0.9319 2.2612 0.4700
C -1.5001 -2.1626 -0.7350
O -2.1870 -1.1056 -0.1049
N -2.9657 -1.5819 0.9620
O -3.9539 -2.0919 0.5962
C -0.4390 -2.8792 0.0182
C -0.0133 -2.4828 1.4809
C 1.3375 -1.5900 1.3839
C 1.7211 -1.1528 -0.0861
F 2.4608 -2.2951 1.9264
H -3.3486 -7.3735 -0.8269
H -0.3216 -5.3162 1.7219
H -0.0591 -7.0962 1.9717
H 0.3165 -5.2525 -2.5536
H -2.3604 -4.8473 -4.2520
H -2.0341 -3.0787 -4.8438
H -0.0785 -5.6481 -5.0515
H -0.0243 -2.4745 -6.2040
H 1.1420 -3.9374 -6.7723
H -3.4172 -2.0841 -3.6163
H -3.8128 -1.6264 -1.9117
H -2.7272 0.0548 -4.1037
H -3.3550 0.5406 -2.4689
H -2.0461 2.0194 -3.3519
H -0.2645 2.1343 -3.0477
H -1.4695 1.4260 -0.4061
H -2.6922 2.5211 -1.1956
H -1.1436 4.9825 1.6363
H 0.3133 4.6611 3.7559
H 1.6760 4.4240 5.5476
H 3.4096 3.9783 5.8392
H 3.0335 4.9693 4.3709
H 4.1030 1.4415 3.3301
H 4.1620 3.1447 2.6055
H 4.8131 2.9141 4.2905
H 1.8828 0.6526 4.3404
H 3.2325 1.1352 5.5220
H 0.2629 -0.4226 5.7126
H 1.6978 -0.4165 6.8951
H 0.0572 0.1292 7.5189
H -1.0091 1.9142 6.4430
H -0.4299 2.0352 4.7123
H -0.1994 3.4587 5.9514
H 1.8245 3.3398 7.5735
H 2.7797 1.7468 7.8213
H 1.0806 1.9275 8.4446
H 2.5801 1.3071 1.7107
H 1.0756 1.6255 -0.4595
H 0.1989 -3.3716 2.1467
H -0.7623 -1.8269 2.0208
H 1.2264 -0.6403 2.0065
H 2.0987 -2.0136 -0.7344
H 0.9058 -0.5731 -0.6269
H 2.6093 -0.4356 -0.0122
C -7.1811 1.7438 -4.0525
C -7.8869 0.4035 -4.2433
C -7.0014 -0.7890 -3.8739
C -5.7846 -0.8035 -4.7392
N -4.8385 -0.8128 -5.4061
H -6.3075 1.8341 -4.7038
H -7.8559 2.5655 -4.2992
H -6.8557 1.8706 -3.0230
H -8.2103 0.3166 -5.2851
H -8.7881 0.3832 -3.6252
H -7.5493 -1.7237 -4.0130
H -6.6943 -0.7290 -2.8264
C -5.7754 5.5988 0.7850
C -4.8256 6.4158 -0.0839
C -3.3595 6.0097 0.0907
C -2.9390 6.2161 1.5081
N -2.6177 6.3790 2.6069
H -5.5738 5.7449 1.8488
H -6.8091 5.9021 0.6065
H -5.6906 4.5314 0.5615
H -4.9472 7.4759 0.1573
H -5.1072 6.2904 -1.1331
H -2.7216 6.6118 -0.5603
H -3.2175 4.9586 -0.1745
C 5.9445 -3.1020 0.2110
C 7.1345 -2.4446 0.8991
C 6.7146 -1.3579 1.8930
C 5.9635 -0.2785 1.1838
N 5.3821 0.5572 0.6339
H 5.3767 -2.3841 -0.3861
H 6.2847 -3.8891 -0.4661
H 5.2682 -3.5516 0.9435
H 7.7939 -2.0179 0.1375
H 7.7095 -3.2092 1.4286
H 7.5958 -0.9241 2.3705
H 6.0780 -1.7789 2.6752
C 8.2600 -6.7107 0.6837
C 9.5080 -6.5704 -0.1811
C 10.8013 -6.8262 0.5962
C 10.9273 -5.8399 1.7104
N 11.0240 -5.0768 2.5735
H 8.2461 -5.9767 1.4931
H 7.3622 -6.5480 0.0830
H 8.1984 -7.7098 1.1240
H 9.5290 -5.5657 -0.6140
H 9.4460 -7.2771 -1.0130
H 11.6642 -6.7276 -0.0658
H 10.8068 -7.8370 1.0111
C -6.0681 5.2893 -6.0596
C -6.0574 6.3692 -4.9828
C -5.1877 6.0001 -3.7779
C -5.7041 4.7523 -3.1387
N -6.1070 3.7868 -2.6439
H -6.4943 4.3540 -5.6880
H -6.6755 5.6068 -6.9095
H -5.0561 5.0865 -6.4217
H -7.0846 6.5538 -4.6551
H -5.6865 7.3011 -5.4172
H -5.2015 6.8080 -3.0428
H -4.1516 5.8405 -4.0866

The strongest force on any atom is 0.1109 hartree/bohr. As for the total energy: -3075.90721 Eh. The net charge is +1. The calculation puts the LUMO energy at -4.4 eV.

Entry 2:
Density functional theory data (ωB97M-V with the def2-TZVPD basis set) for C19H19F2N4O4PdS3 as an isolated structure in a non-equilibrium geometry.

Positions of all 52 atoms, in Å:
Pd 0.2600 -0.6711 -0.7806
F 5.5868 -2.1793 -1.0808
C 4.7148 -1.1726 -1.0905
C 3.3551 -1.4526 -1.0041
C 2.4676 -0.4022 -0.9928
C 2.8887 0.9317 -1.0873
C 4.2669 1.1537 -1.1800
F 4.7566 2.3970 -1.2870
C 5.1855 0.1230 -1.1703
C 1.8518 1.9607 -1.1029
C 2.0774 3.3335 -0.9858
C 1.0072 4.2074 -1.0354
C -0.2753 3.6968 -1.1795
C -0.4246 2.3264 -1.2742
N 0.6060 1.4846 -1.2441
H 3.0208 -2.4820 -0.9531
H 6.2421 0.3354 -1.2329
H 3.0756 3.7191 -0.8647
H 1.1706 5.2728 -0.9557
H -1.1394 4.3423 -1.2250
H -1.3990 1.8722 -1.4155
C 2.6040 -1.2472 4.3494
C 1.5446 -0.7873 3.4180
C 0.2524 -0.3605 3.6549
C -0.2984 -0.0737 2.3982
N 0.6123 -0.2945 1.4542
N 1.7171 -0.7369 2.0830
C -1.6609 0.4085 2.0406
H 2.2427 -1.2071 5.3731
H 3.4935 -0.6225 4.2668
H 2.8918 -2.2730 4.1184
H -0.2280 -0.2694 4.6111
H 2.5480 -0.9537 1.5521
H -2.2028 0.7210 2.9297
H -2.2091 -0.3987 1.5527
H -1.5890 1.2472 1.3460
S -1.9902 -0.4649 -2.5889
C -3.6045 -0.5363 -2.0622
N -3.9670 -0.9958 -0.8568
C -5.3943 -1.2299 -0.7232
C -6.0426 -0.1368 -1.5570
S -4.9467 0.0024 -3.0182
H -3.2813 -1.5988 -0.3833
H -5.6932 -1.1574 0.3223
H -5.6663 -2.2211 -1.1050
H -6.0216 0.8246 -1.0439
H -7.0547 -0.3672 -1.8762
O -1.5866 -4.2010 -1.3763
S -1.0472 -2.8927 -1.3700
O -1.5282 -2.0400 -0.2508
O 0.4101 -2.7694 -1.4326
O -1.5992 -2.1647 -2.6835

The strongest force on any atom is 0.0913 hartree/bohr. As for the total energy: -2777.29742 Eh. The net charge is +1. The calculation puts the LUMO energy at -5.2 eV. The calculation puts the energy relative to the best compared isomer or geometry (same formula, charge and spin) at 52.2 kcal/mol.

Entry 3:
Density functional theory data (ωB97M-V with the def2-TZVPD basis set) for C16H34N3OPSSiW as an isolated structure in a non-equilibrium geometry.

Positions of all 58 atoms, in Å:
W 0.1166 0.1773 -0.6583
Si -1.7207 0.0240 -2.2208
P 1.2212 -1.6262 -1.6336
N 0.8439 1.7461 -1.1854
H -0.0737 -1.5977 -0.1714
C 2.6605 -2.1674 -0.6846
H 3.2061 -2.9387 -1.2474
H 2.3387 -2.5725 0.2836
H 3.3254 -1.3103 -0.5047
C 0.4827 -3.0806 -2.4269
H 1.2917 -3.7215 -2.8083
H -0.1635 -2.7828 -3.2626
H -0.1249 -3.6196 -1.6893
C 1.9852 -0.7996 -3.0860
H 2.6661 -1.5236 -3.5575
H 2.5592 0.0870 -2.7922
H 1.2306 -0.4974 -3.8213
C -3.0838 -1.2463 -1.8555
H -3.5766 -1.0313 -0.9002
H -2.6898 -2.2678 -1.8094
H -3.8274 -1.1724 -2.6595
H -2.4604 1.3245 -2.1529
H -1.3812 -0.2331 -3.6571
C 1.3300 2.8760 -1.7495
C 2.9538 4.6873 -1.7959
C 2.4240 3.5683 -1.1632
C 0.7593 3.3696 -2.9557
C 1.3056 4.4842 -3.5768
C 2.4050 5.1428 -3.0058
H 3.7988 5.2088 -1.3504
H 2.8217 3.1802 -0.2215
H -0.1079 2.8352 -3.3631
H 0.8757 4.8474 -4.5095
H 2.8328 6.0119 -3.5062
C -1.5045 -3.5735 1.2163
O -1.3750 -3.1749 0.0536
C -0.8678 -2.9086 2.4008
H -0.6678 -3.6445 3.1911
H -1.5582 -2.1486 2.7956
H 0.0676 -2.4307 2.0969
C -2.3546 -4.7754 1.5498
H -1.7291 -5.5361 2.0300
H -2.8056 -5.1841 0.6465
H -3.1404 -4.4888 2.2604
C -0.0129 0.7314 5.0579
N 0.0714 0.5583 3.6058
C -0.8097 1.0354 2.7229
S -1.1751 0.1102 1.1951
N -1.5528 2.1218 2.9056
C -1.3260 3.1800 3.8927
H -1.0443 0.9032 5.3872
H 0.6251 1.5645 5.3706
H 0.3615 -0.1795 5.5344
H 0.6258 -0.2292 3.2607
H -2.1942 2.3128 2.1331
H -1.6355 4.1246 3.4374
H -1.9493 3.0077 4.7761
H -0.2728 3.2421 4.1781

The strongest force on any atom is 0.0716 hartree/bohr. As for the total energy: -1965.02938 Eh. The net charge is +2. The calculation puts the LUMO energy (spin up / spin down) at -8.1 / -8.6 eV. The calculation puts the energy relative to the best compared isomer or geometry (same formula, charge and spin) at 12.4 kcal/mol.

Entry 4:
Density functional theory data (ωB97M-V with the def2-TZVPD basis set) for an isolated ion of composition C12H21NO4 and charge -1 in a non-equilibrium geometry.

Positions of all 38 atoms, in Å:
C -0.1186 -2.9810 1.1766
C -0.3032 -1.6474 0.1816
C -0.2104 -2.2830 -1.3627
C 0.9787 -0.6828 0.5021
C 0.8165 0.8839 0.0593
C 1.8230 1.7498 1.0774
C 3.3802 1.7949 0.5682
O 4.0220 0.4619 0.5714
C 1.2107 1.2185 -1.4959
O 0.8705 2.4299 -2.0193
O 1.9687 0.3323 -2.4125
C -0.7010 1.4042 0.3973
C -1.8750 0.3262 0.0196
C -2.2323 0.4313 -1.5963
C -3.2543 0.8734 0.7926
N -1.6566 -1.0778 0.5212
O -2.6733 -1.9106 0.2414
H -0.4606 -2.6862 2.2584
H -0.8433 -3.8160 0.7516
H 1.0059 -3.3737 1.1337
H 0.1252 -1.4967 -2.1615
H 0.6618 -3.0958 -1.3083
H -1.1779 -2.8873 -1.6607
H 1.2515 -0.8435 1.6420
H 1.9092 -1.1142 -0.1091
H 1.7282 1.3724 2.2044
H 1.4067 2.8572 1.0663
H 3.5429 2.3497 -0.4576
H 3.9803 2.4390 1.3745
H 4.1538 0.2558 -0.4135
H -0.8903 2.4745 -0.0942
H -0.7562 1.6003 1.5704
H -3.2441 -0.1153 -1.8175
H -1.3415 0.1106 -2.2887
H -2.4148 1.5859 -1.8167
H -3.5267 0.1493 1.6708
H -3.0384 1.9607 1.2286
H -4.1177 0.9496 0.0052

The strongest force on any atom is 0.1450 hartree/bohr. As for the total energy: -825.33570 Eh. The net charge is -1. The calculation puts the LUMO energy (spin up / spin down) at 3.3 / 2.6 eV. The multiplicity is 2. The calculation puts the energy relative to the best compared isomer or geometry (same formula, charge and spin) at 152.8 kcal/mol.

The highest strongest force on any atom belongs to which entry? C12H21NO4

Which of these has the highest net charge? C16H34N3OPSSiW

What is the net charge in the fourth record? -1

Which value of strongest force on any atom does entry 4 give? 0.1450 hartree/bohr